# 1
Density functional theory data (ωB97M-V/def2-TZVPD) for one molecule with the formula C16H20O6 in a non-equilibrium geometry.

The geometry in ORCA input format:
```
! wB97M-V def2-TZVPD RIJCOSX def2/J DEFGRID3
* xyz 0 1
O 2.3836 2.4019 1.9980
O 4.2822 1.9719 0.7880
O -1.9694 -1.6183 -0.4957
O 2.0460 1.9526 -1.2384
O -2.5954 -1.0331 2.1007
O -0.9175 0.4845 3.6465
C -1.8677 -1.7193 -1.8875
C -0.6172 0.3101 2.3390
C -2.4226 -3.1213 -2.2100
C 0.4131 -0.5712 -1.7502
C 1.1871 3.1189 -1.0999
C 2.4695 0.5632 3.5569
C -0.4047 -1.7398 -2.3259
C 1.5589 1.5074 2.7325
C 0.6296 0.7625 1.8075
C 2.2568 1.0920 -0.0951
C -1.1536 -0.7746 0.2306
C 0.0532 -0.2781 -0.3308
C 3.0734 1.8437 0.9711
C -1.4266 -0.5067 1.5837
C -2.7429 -0.6404 -2.5717
C 0.9288 0.4973 0.4482
H 1.7571 3.9914 -0.7966
H 3.1264 -0.0255 2.9062
H -3.0195 -1.5554 1.3955
H 0.4021 2.9238 -0.3473
H 0.0327 -2.6672 -1.9242
H 1.8107 -0.1234 4.1298
H -0.2632 -1.7311 -3.3970
H -1.7641 0.0117 3.7460
H 3.0504 1.1613 4.2916
H 0.9660 2.0536 3.4785
H -2.2472 -3.4169 -3.2588
H -2.8734 -0.8487 -3.6415
H 0.6931 3.3171 -2.0264
H 0.2702 0.3189 -2.3730
H -2.2502 0.3077 -2.4435
H 2.8733 0.2203 -0.3739
H -3.5133 -3.1261 -2.0354
H -1.9725 -3.9109 -1.5626
H -3.7359 -0.5652 -2.1107
H 1.4927 -0.8382 -1.8544
*
```

## Properties
Kohn-Sham gap, eV: 8.8
SMILES: CO[C@H]1C(=O)O[C@H](C)c2c(O)c(O)c3c(c21)CCC(C)(C)O3
F_max, eV/Å: 2.84
Energy above the lowest of the compared OMol25 structures with the same formula, charge and spin, kcal/mol: 0.00

These are the natural (NBO) partial charges, in e, on atoms 1 to 6: O -0.508; O -0.532; O -0.532; O -0.535; O -0.709; O -0.666

***

# 2
Density functional theory data (ωB97M-V/def2-TZVPD) for C16H21AuCl5N4OP as an isolated structure in a non-equilibrium geometry.

The geometry in ORCA input format:
```
! wB97M-V def2-TZVPD RIJCOSX def2/J DEFGRID3
* xyz -2 1
Au 0.9689 -1.4420 0.5195
Cl -2.8084 -5.6768 5.8396
Cl -2.5542 -4.7362 0.5314
Cl -1.1856 -0.7852 3.8732
Cl -2.0560 -2.5758 6.3530
Cl -3.3484 -6.5200 2.8965
P -2.0396 2.4864 0.3313
O -1.1010 -2.2843 1.3667
N -0.0786 3.0639 -1.5918
N -1.5398 1.1714 -2.0947
N -2.4221 3.4549 -2.2908
N 2.2591 -0.2333 -0.3387
C -2.6474 -4.9570 3.2180
C -2.4722 -4.5299 4.5407
C 3.6405 -0.5782 -0.5095
C -1.7223 -2.4126 3.6469
C -1.0020 3.8828 -2.2839
C 4.5216 0.5576 -0.0041
C 4.1380 -1.8665 0.2129
C -2.9813 3.5139 -0.9335
C -0.3344 3.0897 -0.1756
C -2.2605 -4.1924 2.1301
C -1.9530 0.9064 -0.7234
C -0.1603 1.7318 -2.1693
C -2.4365 2.0734 -2.7827
C -2.0953 -3.2015 4.7262
C -1.6319 -2.9071 2.2849
C 3.9468 -0.8178 -2.0383
H 0.0167 1.7652 -3.2445
H -0.7281 3.9326 -3.3298
H -3.0223 4.5452 -0.6314
H 5.5693 0.4204 -0.2014
H -1.2535 0.2027 -0.2486
H 4.1234 -1.7680 1.2873
H 5.2025 -2.0250 -0.0927
H 0.4336 2.4483 0.2879
H 4.9908 -1.1416 -2.2153
H 3.5516 -2.7406 -0.0549
H 4.2882 1.5055 -0.4937
H -4.0165 3.1733 -0.9848
H 4.2966 0.7575 1.0278
H 3.8101 0.0846 -2.6127
H 0.5126 1.0298 -1.6267
H 3.2262 -1.5382 -2.4505
H -2.9271 0.4120 -0.6884
H -0.9589 4.9057 -1.8629
H -0.2385 4.0813 0.1947
H -3.4588 1.6439 -2.7568
H -2.0623 2.0898 -3.8371
*
```

## Properties
Kohn-Sham gap, eV: 3.6
F_max, eV/Å: 1.80
Energy above the lowest of the compared OMol25 structures with the same formula, charge and spin, kcal/mol: 0.00

These are the natural (NBO) partial charges, in e, on atoms 1 to 6: Au 0.283; Cl -0.033; Cl 0.012; Cl 0.021; Cl -0.010; Cl -0.015

***

# 3
Density functional theory data (ωB97M-V/def2-TZVPD) for C16H21BBr2Cl8CsF6LiNNaO12SSi2 as an isolated structure in a non-equilibrium geometry.

The geometry in ORCA input format:
```
! wB97M-V def2-TZVPD RIJCOSX def2/J DEFGRID3
* xyz 0 1
Cs 5.3179 -1.6356 0.6174
Br 0.4861 -3.2642 -4.4299
Br -1.0261 -3.6792 -7.7849
Cl -9.3713 2.4799 -3.8335
Cl -0.5921 6.1051 1.8317
Cl 0.0554 6.3051 4.6345
Cl -1.9917 4.4769 3.7482
Cl -0.1582 -2.6375 1.2775
Cl -10.3462 4.7868 -5.3006
Cl 0.7688 3.9393 3.1481
Cl -7.5236 4.5773 -4.6311
S -1.1779 0.6527 1.8976
Si 2.8646 -1.2629 1.6796
Si 0.2475 -0.6340 0.8294
Na 0.8818 -2.8604 3.7249
F 5.1748 -3.2545 4.1780
F 5.4786 -2.2100 6.0570
F 2.4743 -2.1464 3.0320
F -0.4367 1.1684 3.1809
F -0.8065 0.7540 -1.9139
F 4.9343 -4.2937 6.0545
O -8.8542 4.3135 -9.5408
O -7.7199 5.6075 -8.3969
O -1.3471 1.7748 1.0810
O -8.2346 3.6439 -7.5336
O 3.4353 2.0537 2.4848
O -3.5259 -1.4746 -3.1641
O 3.6888 0.7751 4.4551
O -2.4769 -0.7400 -1.4371
O 7.7877 -3.0141 4.5334
O 7.6189 -4.5802 6.1407
O 1.7543 -0.1406 1.3051
O -2.3081 -0.0782 2.3016
N -3.3226 -0.6411 -2.2710
C -1.3121 -2.8277 -5.0504
C -5.9745 1.8307 -3.1203
C 9.2167 -3.2290 4.4485
C -3.8973 1.5186 -1.2966
C 9.5429 -4.4313 3.5915
C -8.2661 4.4728 -8.4380
C 5.6532 -3.3820 5.4311
C -4.1584 0.5588 -2.2490
C 7.1471 -3.7607 5.4215
C 4.4433 -0.2854 2.2063
C -0.4405 5.2068 3.3376
C -5.1787 0.6975 -3.1676
C -5.7336 2.8049 -2.1619
C -9.1708 4.2119 -4.1165
C -4.6941 2.6498 -1.2550
C -1.8231 -3.8597 -6.0133
B 3.8441 0.9074 3.0777
Li 3.7343 0.5437 6.4311
H -9.3570 4.7280 -3.1863
H -5.3567 -0.0660 -3.9085
H -6.3583 3.6869 -2.1221
H 9.0898 -4.3323 2.6045
H 0.0140 -0.4422 -0.6126
H 3.2227 -2.1179 0.5356
H -1.9289 -2.7997 -4.1567
H -3.0821 1.3901 -0.6043
H 9.6374 -3.3219 5.4471
H 5.0289 -0.9223 2.8951
H -2.8909 -3.7295 -6.1673
H 5.0401 0.0807 1.3335
H 9.1593 -5.3469 4.0383
H -1.2638 -1.8338 -5.4782
H 2.8673 0.2272 4.5820
H -4.5023 3.4122 -0.5123
H 10.6204 -4.5291 3.4751
H 4.1617 2.6622 2.3116
H -1.6224 -4.8734 -5.6868
H -6.7812 1.9567 -3.8248
H 9.6202 -2.3224 4.0047
*
```

## Properties
Kohn-Sham gap, eV: 0.8
F_max, eV/Å: 14.17

These are the Mulliken partial charges, in e, on atoms 1 to 6: Cs 0.794; Br -0.157; Br -0.167; Cl -0.125; Cl -0.096; Cl -0.120

***

# 4
Density functional theory data (ωB97M-V/def2-TZVPD) for C16H21Cl3MoOTe as an isolated structure in a non-equilibrium geometry.

The geometry in ORCA input format:
```
! wB97M-V def2-TZVPD RIJCOSX def2/J DEFGRID3
* xyz -2 3
Te -0.8432 0.5458 2.2823
Mo -0.6272 -1.0972 -0.6187
Cl -2.7907 -0.5842 0.1227
Cl 1.1728 -2.4219 0.4280
Cl -2.4925 -3.6557 -1.0782
O -0.6030 2.4344 1.6957
C 2.3237 -0.8359 -2.0384
C 0.3993 0.6747 3.9587
C -2.3214 1.3402 -2.2192
C 0.6723 1.8034 -1.5853
C 0.1921 -3.1348 -3.0749
C 2.1187 1.9539 5.7701
C 1.6941 0.1528 4.1663
C -2.7235 -1.7306 -3.1229
C 2.5546 0.8229 5.0977
C -1.3059 0.2380 -2.2574
C -0.1225 -1.7375 -2.6838
C 0.1073 0.4641 -1.9992
C -0.0944 1.6930 4.7975
C -1.4687 -1.1406 -2.6491
C 0.8492 -0.7247 -2.2853
C 0.7951 2.3938 5.6534
H 1.1756 -3.4237 -2.6584
H 2.8096 2.4991 6.4327
H -2.4579 1.8258 -3.2031
H -1.1425 1.9467 4.6952
H -2.6342 -2.1098 -4.1452
H 2.6060 0.0171 -1.4117
H 3.5594 0.4153 5.2889
H -1.9832 2.1262 -1.5243
H 0.2606 -3.2818 -4.1768
H 3.0247 -0.8591 -2.8855
H -0.0502 2.3712 -0.9632
H 1.6028 1.6716 -1.0033
H 0.3413 2.5909 1.4411
H -3.3070 0.9811 -1.8968
H 0.4454 3.2415 6.2036
H -0.6171 -3.7966 -2.7072
H 0.9197 2.4080 -2.4878
H 1.9804 -0.7364 3.5947
H 2.4932 -1.7165 -1.4284
H -2.9657 -2.6108 -2.4654
H -3.5469 -1.0139 -3.0591
*
```

## Properties
Kohn-Sham gap (alpha / beta), eV: 3.2 / 3.3
<S²>: 2.02
F_max, eV/Å: 2.60

These are the natural (NBO) partial charges, in e, on atoms 1 to 6: Te 1.025; Mo 0.468; Cl -0.545; Cl -0.643; Cl -0.789; O -1.025

***

# 5
Density functional theory data (ωB97M-V/def2-TZVPD) for C16H21Cl3N2O4 as an isolated structure in a non-equilibrium geometry.

The geometry in ORCA input format:
```
! wB97M-V def2-TZVPD RIJCOSX def2/J DEFGRID3
* xyz 0 1
Cl -4.2303 0.8858 -1.6345
Cl -1.8484 2.2726 -2.3016
Cl -2.2366 -0.2558 -3.7704
O 0.6226 1.7246 1.0030
O -0.1572 -2.0967 0.0033
O -1.8352 0.9369 0.2105
O 0.4208 1.9682 3.1351
N -0.3771 -0.0913 -1.2930
N 0.1004 1.5746 2.1815
C -1.7806 -0.8927 4.0138
C -1.8529 0.2271 1.2557
C 2.0098 -0.7683 -0.8364
C -2.7281 -0.7396 1.7220
C 8.5110 -1.5638 0.9030
C 6.0922 -0.7058 0.3996
C 4.1196 -2.1034 -0.4766
C -2.8984 -1.4360 3.0912
C -1.7249 0.0544 -0.7348
C 6.8893 -1.8247 0.9741
C 4.7009 -0.8279 0.4661
C -0.7879 0.6757 2.4942
C 2.7067 -2.0354 -0.1826
C -2.4142 0.6370 -1.9730
C 0.3580 -1.2077 -0.5862
C -0.8820 -0.1188 3.6377
H 4.5092 -2.8552 0.2182
H -1.7759 -1.4562 4.7504
H 2.1263 -0.0972 -0.2783
H -3.4369 -1.0066 1.0309
H -3.5597 -2.1853 3.4054
H -0.2507 0.3194 4.3493
H 8.7100 -1.5947 -0.2313
H 0.0946 0.7221 -1.3471
H 2.4260 -2.1517 0.8303
H 8.9099 -0.8212 1.4684
H 6.4928 -0.5169 -0.8012
H 2.3203 -3.0044 -0.6259
H -2.1557 -0.8880 -0.8549
H 4.3224 0.1426 0.2345
H 6.9169 -1.7058 2.1843
H 4.3031 -1.9862 -1.3582
H 6.8753 -2.7986 0.5342
H 4.5671 -0.6864 1.6019
H 9.1551 -2.4619 1.2657
H 2.0715 -0.7926 -1.7677
H 6.7072 0.2958 0.9396
*
```

## Properties
Kohn-Sham gap, eV: 7.8
F_max, eV/Å: 18.36
Energy above the lowest of the compared OMol25 structures with the same formula, charge and spin, kcal/mol: 381.46

These are the natural (NBO) partial charges, in e, on atoms 1 to 6: Cl -0.031; Cl 0.030; Cl -0.057; O -0.503; O -0.569; O -0.446

***

# 6
Density functional theory data (ωB97M-V/def2-TZVPD) for one molecule with the formula C16H21N3O4 in a non-equilibrium geometry.

The geometry in ORCA input format:
```
! wB97M-V def2-TZVPD RIJCOSX def2/J DEFGRID3
* xyz 0 1
O 0.1421 1.5327 -0.8652
O 2.1828 0.6367 -0.4915
O -3.8344 0.5899 6.2003
O -4.1166 -1.5004 5.7935
N -0.4994 1.1843 0.3289
N 0.3458 -1.0378 0.5472
N -3.6554 -0.4086 5.5375
C -2.6003 -1.4144 3.5752
C -2.8318 -0.2911 4.3590
C 3.2198 -1.0338 -6.3869
C -1.2395 -0.0750 2.1109
C 2.5307 -0.2919 -3.5935
C 1.5025 0.8475 -3.6170
C 3.7605 0.2468 -5.7598
C 1.9911 -1.5565 -4.2707
C -1.4957 1.0471 2.8983
C 1.8658 -1.3887 -5.7819
C 1.7368 1.8871 -2.5081
C 1.4102 1.2801 -1.1675
C -0.3764 0.0535 0.9127
C -1.8027 -1.3035 2.4538
C 3.8616 0.1058 -4.2429
C -2.2879 0.9436 4.0226
H 4.7489 0.4709 -6.1668
H -1.0654 1.9912 2.6085
H 3.1264 -0.9092 -7.4678
H 1.0206 -1.8196 -3.8430
H 1.5347 1.3643 -4.5755
H -3.0491 -2.3551 3.8554
H 0.4593 -1.7595 1.2411
H 2.6770 -2.3823 -4.0656
H 3.9216 -1.8509 -6.2036
H 2.7326 -0.5350 -2.5444
H 2.7799 2.2020 -2.5020
H -1.6424 -2.1699 1.8302
H 4.5991 -0.6667 -4.0129
H -2.4943 1.7985 4.6482
H 4.2230 1.0403 -3.8099
H 1.0893 2.7481 -2.6700
H 1.4943 -2.3167 -6.2221
H 1.1703 -0.8650 -0.0193
H 3.1054 1.0807 -6.0191
H 0.4970 0.4365 -3.4980
H 1.1444 -0.6019 -6.0093
*
```

## Properties
Kohn-Sham gap, eV: 8.8
SMILES: N/C(=N\OC(=O)CCC1CCCCC1)c1ccc([N+](=O)[O-])cc1
F_max, eV/Å: 1.36
Energy above the lowest of the compared OMol25 structures with the same formula, charge and spin, kcal/mol: 126.59

These are the natural (NBO) partial charges, in e, on atoms 1 to 6: O -0.364; O -0.637; O -0.372; O -0.375; N -0.211; N -0.810

***

no.,electronic energy (Eh),M (Da)
1,-1073.1144,308.33
2,-3694.4627,690.58
3,-12200.3563,1238.65
4,-2414.3150,559.24
5,-2412.6537,411.71
6,-1087.4081,319.36